No. 1
Density functional theory data (ωB97M-V/def2-TZVPD) for a 5-piece molecular cluster, C23H52F9N4O8P overall.

Computed properties:
Net charge = 0
Lowest unoccupied orbital energy = 0.50 eV
SMILES = CO[P@@](=O)(O)OCCC(F)(F)C(F)(F)C(F)(F)C(F)(F)F.COC[C@@H](C)N.COC[C@@H](C)N.COC[C@@H](C)N.COC[C@@H](C)N
Kohn-Sham gap = 9.52 eV

Last column: Mulliken charge in e.
CARTESIAN COORDINATES (ANGSTROEM)
1 C -0.551 -0.702 4.195  -0.38
2 O -1.674 -1.492 3.748  -0.36
3 P -1.719 -2.054 2.269  0.92
4 O -0.443 -1.989 1.561  -0.48
5 O -2.382 -3.484 2.479  -0.56
6 O -2.953 -1.312 1.565  -0.39
7 C -3.089 0.113 1.555  -0.46
8 C -2.888 0.697 0.167  -0.78
9 C -1.459 1.080 -0.210  1.61
10 F -1.409 2.406 -0.529  -0.35
11 F -0.599 0.882 0.816  -0.28
12 C -0.944 0.323 -1.453  0.33
13 F -1.774 0.643 -2.465  -0.21
14 F -1.078 -0.999 -1.243  -0.32
15 C 0.535 0.630 -1.908  0.39
16 F 0.498 1.089 -3.171  -0.27
17 F 1.096 1.571 -1.135  -0.29
18 C 1.476 -0.602 -1.911  0.54
19 F 1.546 -1.174 -0.721  -0.20
20 F 2.699 -0.214 -2.267  -0.27
21 F 1.030 -1.483 -2.812  -0.20
22 H -0.668 0.337 3.873  0.24
23 H -0.535 -0.737 5.284  0.14
24 H 0.381 -1.108 3.799  0.30
25 H -3.185 -3.605 1.956  0.33
26 H -4.113 0.322 1.875  0.37
27 H -2.415 0.566 2.287  0.19
28 H -3.300 0.005 -0.573  0.17
29 H -3.478 1.617 0.089  0.20
30 C 2.910 -1.203 7.735  -1.45
31 C 2.288 0.184 7.856  0.26
32 C 2.255 0.743 9.281  -0.68
33 O 1.295 0.146 10.130  -0.37
34 C 1.696 -1.058 10.754  -0.62
35 N 0.964 0.172 7.224  -0.50
36 H 2.213 -1.980 8.052  0.31
37 H 3.166 -1.406 6.696  0.33
38 H 3.816 -1.289 8.337  0.36
39 H 2.912 0.877 7.281  0.32
40 H 1.973 1.797 9.227  0.34
41 H 3.252 0.686 9.740  0.40
42 H 2.753 -1.022 11.037  0.30
43 H 1.532 -1.931 10.117  0.22
44 H 1.095 -1.169 11.655  0.26
45 H 0.608 1.122 7.171  0.26
46 H 0.326 -0.313 7.851  0.29
47 C 7.342 -1.726 -1.940  -1.37
48 C 8.134 -1.043 -0.829  0.39
49 C 7.272 -0.288 0.188  -0.68
50 O 6.724 0.928 -0.278  -0.43
51 C 5.532 0.807 -1.028  -0.66
52 N 9.175 -0.206 -1.427  -0.71
53 H 7.029 -1.011 -2.701  0.28
54 H 7.965 -2.470 -2.434  0.34
55 H 6.453 -2.223 -1.550  0.34
56 H 8.642 -1.827 -0.257  0.36
57 H 7.910 -0.010 1.032  0.35
58 H 6.473 -0.937 0.572  0.37
59 H 4.897 0.008 -0.632  0.29
60 H 5.725 0.612 -2.086  0.23
61 H 4.996 1.752 -0.944  0.34
62 H 9.803 0.133 -0.706  0.27
63 H 8.735 0.624 -1.816  0.30
64 C -5.818 4.141 -3.532  -1.60
65 C -5.112 2.791 -3.602  0.41
66 C -5.825 1.657 -2.856  -0.67
67 O -5.724 1.722 -1.443  -0.20
68 C -6.663 2.565 -0.806  -0.82
69 N -3.725 2.942 -3.164  -0.61
70 H -5.647 4.628 -2.572  0.28
71 H -5.425 4.803 -4.302  0.40
72 H -6.895 4.039 -3.680  0.35
73 H -5.088 2.483 -4.652  0.44
74 H -5.342 0.716 -3.133  0.19
75 H -6.881 1.595 -3.152  0.48
76 H -7.638 2.515 -1.302  0.37
77 H -6.337 3.607 -0.781  0.27
78 H -6.775 2.210 0.219  0.25
79 H -3.207 2.095 -3.366  0.18
80 H -3.726 3.030 -2.151  0.31
81 C -0.990 -2.079 -7.571  -1.56
82 C -0.676 -1.560 -6.172  0.46
83 C -1.734 -1.906 -5.116  -0.21
84 O -2.929 -1.149 -5.194  -0.16
85 C -3.876 -1.600 -6.139  -0.77
86 N -0.397 -0.121 -6.233  -0.70
87 H -1.732 -1.455 -8.070  0.31
88 H -0.089 -2.058 -8.185  0.38
89 H -1.364 -3.104 -7.543  0.34
90 H 0.244 -2.050 -5.838  0.37
91 H -1.317 -1.672 -4.134  -0.21
92 H -1.967 -2.979 -5.131  0.45
93 H -3.896 -2.694 -6.188  0.35
94 H -3.684 -1.208 -7.141  0.27
95 H -4.854 -1.248 -5.812  0.21
96 H -0.092 0.175 -5.310  0.16
97 H -1.280 0.363 -6.375  0.35


No. 2
Density functional theory data (ωB97M-V/def2-TZVPD) for C2H12O6V as an isolated structure.

Computed properties:
Net charge = 0
Lowest unoccupied orbital energy (spin up / spin down) = -0.69 / -0.70 eV
Relative energy (zero: lowest compared OMol25 entry of this formula, charge and spin) = 146.5 kJ/mol
Spin multiplicity = 4
Kohn-Sham gap (spin up / spin down) = 5.30 / 5.47 eV

Last column: natural (NBO) charge in e.
CARTESIAN COORDINATES (ANGSTROEM)
1 V -0.293 0.110 0.199  1.34
2 O 1.448 -0.884 1.269  -0.94
3 C 2.109 -1.530 0.187  -0.08
4 C 1.261 -2.051 -1.111  -0.09
5 O 0.122 -1.288 -1.584  -0.96
6 H 2.746 -2.339 0.544  0.14
7 H 2.802 -0.832 -0.282  0.11
8 H 0.841 -3.031 -0.886  0.12
9 H 1.904 -2.173 -1.983  0.14
10 O -1.916 1.076 -1.147  -0.93
11 H -2.058 2.016 -1.264  0.48
12 H -2.464 0.666 -1.816  0.51
13 O 0.957 1.872 -0.742  -0.91
14 H 0.906 2.182 -1.647  0.50
15 H 1.078 2.667 -0.223  0.47
16 O -2.127 -0.620 1.326  -0.94
17 H -2.013 -1.451 1.787  0.51
18 H -3.061 -0.427 1.408  0.50
19 O -0.699 1.791 1.670  -0.93
20 H -0.234 2.596 1.899  0.49
21 H -1.308 1.651 2.395  0.50


No. 3
Density functional theory data (ωB97M-V/def2-TZVPD) for a 6-piece molecular cluster, H12O6 overall.

Computed properties:
Net charge = 0
Lowest unoccupied orbital energy = 0.21 eV
Relative energy (zero: lowest compared OMol25 entry of this formula, charge and spin) = 175.5 kJ/mol
SMILES = O.O.O.O.O.O
Kohn-Sham gap = 11.56 eV

Last column: natural (NBO) charge in e.
CARTESIAN COORDINATES (ANGSTROEM)
1 O -0.133 -0.622 -1.566  -0.94
2 H 0.516 -0.472 -0.880  0.47
3 H -0.775 -1.209 -1.165  0.47
4 O 5.862 -1.186 0.944  -0.94
5 H 5.444 -0.465 1.415  0.47
6 H 5.995 -0.848 0.058  0.47
7 O 3.698 3.079 1.277  -0.94
8 H 4.192 3.834 0.958  0.47
9 H 2.798 3.246 0.998  0.47
10 O -5.824 -2.854 -0.085  -0.93
11 H -5.698 -2.225 0.624  0.47
12 H -6.288 -3.586 0.322  0.47
13 O -2.993 0.673 -4.642  -0.94
14 H -3.455 1.417 -4.256  0.46
15 H -2.235 0.539 -4.073  0.47
16 O -0.113 -0.049 3.249  -0.93
17 H -1.068 -0.112 3.272  0.47
18 H 0.076 0.840 3.549  0.47


| no. | strongest force on any atom (eV/A) | calculated total energy (a.u.) |
| --- | --- | --- |
| 1 | 0.3 | -2968.69719 |
| 2 | 3.1 | -1478.77185 |
| 3 | 0.3 | -458.60561 |